The following is a quantum chemistry calculation of C3H5O2Yb as an isolated structure, from OMol25.

Atoms and positions in Å:
H1 0.838 -0.784 0.786
O1 -0.750 1.193 -0.571
C1 -0.156 0.170 -1.079
O2 1.143 0.394 -1.186
C2 1.992 0.327 -0.066
H2 3.013 0.137 -0.400
H3 2.077 1.311 0.401
C3 -2.071 0.823 0.034
H4 -2.158 1.497 0.900
H5 -2.828 1.144 -0.698
Yb1 -1.662 -1.542 0.359

Summary:
- Total energy: -1426.15323 hartree
- HOMO (spin up / spin down): -0.195 / -0.294 Eh
- Spin multiplicity: 2
- Frontier orbital gap (spin up / spin down): 4.55 / 6.81 eV